No. 1
Computed, not measured: C10H9Cl2CoNO as an isolated structure at a distorted geometry, with ωB97M-V/def2-TZVPD.

Properties
E_HOMO (alpha / beta)   -7.810 / -7.806 eV
Expectation value of S²   3.760
Multiplicity   4
Max |F|   0.0519 hartree/bohr
LUMO level (alpha / beta)   -0.8 / -0.9 eV
E   -2819.56438 Ha

Each line ends with the Löwdin spin population.
Geometry (Å):
Co  -0.9645  0.2561  -1.5809  2.741
C  -0.4535  0.1981  -5.0186  0.023
H  0.6425  0.3283  -5.0038  0.000
H  -0.6780  -0.8508  -5.2792  0.000
H  -0.8653  0.8432  -5.8125  0.001
H  -0.9013  0.4654  -4.0109  0.025
H  -1.6902  1.0643  -2.6561  0.031
Cl  -0.2173  -4.1035  0.6005  0.001
C  0.0625  -2.5697  1.2658  0.003
C  0.4065  -2.3644  2.6010  0.000
C  0.6550  -1.0892  3.1192  0.003
Cl  1.0416  -0.9143  4.7770  0.001
C  0.5535  0.0779  2.2981  0.001
C  0.7197  1.4074  2.7203  -0.001
C  0.4964  2.4357  1.8287  0.002
C  0.0289  2.1682  0.5306  0.010
N  -0.1879  0.9000  0.1186  0.061
C  0.1567  -0.1305  0.9456  0.010
C  -0.1310  -1.4319  0.4145  0.007
O  -0.6509  -1.4856  -0.7591  0.078
H  0.4699  -3.2294  3.2489  0.000
H  1.0183  1.6068  3.7463  0.000
H  0.6646  3.4719  2.1105  0.000
H  -0.1762  2.9459  -0.2043  0.003


No. 2
Computed, not measured: C10H9Cl2NOSr as an isolated structure at a distorted geometry, with ωB97M-V/def2-TZVPD.

Properties
E_HOMO   -7.285 eV
Max |F|   0.0348 hartree/bohr
LUMO level   -0.6 eV
E   -1467.53600 Ha
ΔE to the lowest compared entry with this formula, charge and spin   0.0 kcal/mol

Each line ends with the Mulliken charge.
Geometry (Å):
Sr  0.4797  -0.0650  -0.6553  1.709
C  0.1861  -0.0241  -3.2920  -0.693
H  1.2492  0.1677  -2.9993  0.096
H  0.0461  -1.0795  -3.5724  0.261
H  0.0011  0.6084  -4.1607  0.332
H  -0.6202  0.3018  -2.5366  0.013
H  -1.8088  0.5872  -1.1065  -0.311
Cl  0.2936  -4.2969  2.2657  -0.197
C  0.6467  -2.7651  2.9135  0.196
C  0.9327  -2.5875  4.2771  -0.607
C  1.1948  -1.3117  4.7868  0.634
Cl  1.5964  -1.1392  6.4428  -0.267
C  1.1321  -0.1498  3.9625  0.173
C  1.3418  1.1666  4.4179  -0.538
C  1.2415  2.2232  3.5159  -0.684
C  0.9558  1.9655  2.1636  -0.375
N  0.7892  0.7063  1.7067  -1.031
C  0.8476  -0.3322  2.5813  -0.043
C  0.6558  -1.6600  2.0300  1.080
O  0.5081  -1.8253  0.7439  -1.342
H  0.9571  -3.4388  4.9489  0.434
H  1.5706  1.3286  5.4763  0.378
H  1.3862  3.2492  3.8426  0.377
H  0.8547  2.7516  1.4199  0.404


No. 3
Computed, not measured: one molecule with the formula C10H9FN2 at a distorted geometry, with ωB97M-V/def2-TZVPD.

Properties
E_HOMO   -8.747 eV
Max |F|   0.1294 hartree/bohr
LUMO level   0.6 eV
E   -595.70512 Ha
ΔE to the lowest compared entry with this formula, charge and spin   83.7 kcal/mol
SMILES   Fc1cccc(Cn2ccnc2)c1

Each line ends with the Mulliken charge.
Geometry (Å):
F  -4.4181  -0.8971  -0.0703  -0.304
C  -3.1978  -0.2436  -0.0089  0.644
C  -3.1868  1.2600  -0.0945  -0.738
C  -1.8049  1.6839  -0.1893  -0.284
C  -0.5990  0.8164  -0.1598  -0.333
C  -0.7724  -0.4770  0.0445  0.813
C  0.5101  -1.2608  0.3892  -0.797
N  1.6600  -0.4528  0.2123  0.093
C  2.4090  -0.5464  -1.0690  -0.329
C  3.5799  0.0651  -0.8065  -0.393
N  3.6058  0.4578  0.4603  -0.687
C  2.3176  0.2835  1.1006  0.110
C  -2.1580  -1.0271  -0.0045  -0.820
H  -4.1305  1.9854  0.2689  0.264
H  -1.6631  2.8564  -0.3686  0.225
H  0.3461  1.3104  -0.0044  0.352
H  0.8237  -2.0684  -0.2516  0.394
H  0.5087  -1.3934  1.4646  0.297
H  1.8405  -0.9407  -1.8689  0.413
H  4.4294  0.2390  -1.4151  0.441
H  2.2850  0.4380  2.2207  0.312
H  -2.3851  -2.0883  0.1502  0.327


No. 4
Computed, not measured: C10H9N2O6PdSSe as an isolated structure at a distorted geometry, with ωB97M-V/def2-TZVPD.

Properties
E_HOMO (alpha / beta)   -11.577 / -11.588 eV
Max |F|   0.0542 hartree/bohr
LUMO level (alpha / beta)   -7.3 / -7.3 eV
E   -3874.50196 Ha
Net charge   +1

Each line ends with the Mulliken charge.
Geometry (Å):
Pd  0.1045  -0.7500  0.5590  0.349
O  0.3460  -1.3043  4.8051  -0.444
C  -0.0935  -0.9520  3.6256  0.639
O  -0.1441  -1.7118  2.6784  -0.607
C  -0.5939  0.4883  3.6063  -0.448
O  -0.7853  0.9845  2.2947  -0.356
C  0.0490  2.0652  1.9319  -0.557
C  1.4608  1.5473  1.4921  0.972
O  2.1973  2.3505  0.9258  -0.672
O  1.6934  0.3435  1.7463  -0.707
H  0.6323  -2.2335  4.8516  0.404
H  0.1013  1.1055  4.1848  0.363
H  -1.5719  0.4852  4.1093  0.420
H  0.1617  2.7971  2.7405  0.467
H  -0.4213  2.5412  1.0634  0.318
O  -1.2723  0.2452  -0.8133  -0.748
N  -1.1258  -0.2339  -2.0158  0.595
C  -1.1975  0.6118  -3.0566  -0.091
C  -1.0047  0.1726  -4.3422  -0.753
C  -0.7872  -1.1866  -4.5743  -0.175
C  -0.7589  -2.0524  -3.5021  -0.777
C  -0.8972  -1.5651  -2.2005  0.697
S  -0.7454  -2.5699  -0.8013  -0.054
H  -1.3916  1.6393  -2.7867  0.447
H  -1.0095  0.8866  -5.1486  0.414
H  -0.6321  -1.5486  -5.5778  0.407
H  -0.5862  -3.1072  -3.6373  0.403
Se  4.0241  1.1156  -0.3191  0.329
C  2.6311  0.1836  -0.7921  0.513
N  1.6169  -0.3476  -1.0469  -0.346


No. 5
Computed, not measured: one molecule with the formula C10H9NO at a distorted geometry, with ωB97M-V/def2-TZVPD.

Properties
E_HOMO   -8.338 eV
Max |F|   0.0889 hartree/bohr
LUMO level   0.0 eV
E   -516.42680 Ha
ΔE to the lowest compared entry with this formula, charge and spin   23.3 kcal/mol
SMILES   Cc1ccnc2c(O)cccc12

Each line ends with the Mulliken charge.
Geometry (Å):
C  2.4678  1.2704  0.1771  -1.346
C  1.0518  0.9920  -0.4221  0.719
C  0.3531  1.9395  -1.0142  -0.395
C  -1.0516  1.8353  -1.1842  -0.296
N  -1.8048  0.7938  -0.8810  -0.595
C  -1.0285  -0.2389  -0.4069  0.477
C  -1.7874  -1.3333  -0.0017  -0.081
O  -3.2103  -1.2304  -0.2544  -0.648
C  -1.2599  -2.3585  0.7937  -0.657
C  0.0827  -2.2889  1.2025  -0.573
C  0.8674  -1.2319  0.7881  -0.556
C  0.3708  -0.1105  0.0642  0.705
H  2.3795  1.5350  1.2907  0.296
H  3.1432  0.4773  -0.0849  0.383
H  2.7350  2.2424  -0.3057  0.384
H  0.8622  2.8537  -1.4338  0.240
H  -1.5554  2.7625  -1.5973  0.332
H  -3.1364  -0.3285  -0.6053  0.580
H  -1.8233  -3.2318  0.9354  0.448
H  0.3863  -3.0690  1.8973  0.363
H  1.9577  -1.2801  1.0425  0.219


No. 6
Computed, not measured: one molecule with the formula C10H9NO at a distorted geometry, with ωB97M-V/def2-TZVPD.

Properties
E_HOMO   -8.097 eV
Max |F|   0.0725 hartree/bohr
LUMO level   0.6 eV
E   -516.42852 Ha
ΔE to the lowest compared entry with this formula, charge and spin   22.2 kcal/mol
SMILES   Cn1cc(C=O)c2ccccc21

Each line ends with the Mulliken charge.
Geometry (Å):
C  -0.4216  2.6933  0.0567  -1.026
N  -0.6135  1.3245  -0.0778  0.218
C  -1.7683  0.6379  -0.0236  -0.064
C  -1.5071  -0.7021  -0.1062  -0.189
C  -2.6845  -1.6010  0.0667  -0.048
O  -3.8125  -1.0980  -0.0577  -0.558
C  -0.0823  -0.8614  -0.1334  0.859
C  0.7382  -2.0583  -0.0022  -0.573
C  2.1410  -1.8882  -0.0044  -0.613
C  2.6951  -0.5730  0.0128  -0.511
C  1.8696  0.5731  -0.0807  -0.524
C  0.4841  0.3839  -0.1121  -0.079
H  -1.3858  3.1223  -0.0532  0.373
H  0.1965  3.1451  -0.7064  0.346
H  0.0433  3.0764  1.0277  0.292
H  -2.7479  1.1670  -0.0562  0.352
H  -2.4216  -2.6378  0.2576  0.316
H  0.3380  -3.0883  0.0094  0.302
H  2.8058  -2.7034  -0.0359  0.437
H  3.7731  -0.4557  0.1168  0.350
H  2.3604  1.5436  -0.0978  0.338


What did the fifth record say?
Computed, not measured: one molecule with the formula C10H9NO at a distorted geometry, with ωB97M-V/def2-TZVPD.

Properties
E_HOMO   -8.338 eV
Max |F|   0.0889 hartree/bohr
LUMO level   0.0 eV
E   -516.42680 Ha
ΔE to the lowest compared entry with this formula, charge and spin   23.3 kcal/mol
SMILES   Cc1ccnc2c(O)cccc12

Each line ends with the Mulliken charge.
Geometry (Å):
C  2.4678  1.2704  0.1771  -1.346
C  1.0518  0.9920  -0.4221  0.719
C  0.3531  1.9395  -1.0142  -0.395
C  -1.0516  1.8353  -1.1842  -0.296
N  -1.8048  0.7938  -0.8810  -0.595
C  -1.0285  -0.2389  -0.4069  0.477
C  -1.7874  -1.3333  -0.0017  -0.081
O  -3.2103  -1.2304  -0.2544  -0.648
C  -1.2599  -2.3585  0.7937  -0.657
C  0.0827  -2.2889  1.2025  -0.573
C  0.8674  -1.2319  0.7881  -0.556
C  0.3708  -0.1105  0.0642  0.705
H  2.3795  1.5350  1.2907  0.296
H  3.1432  0.4773  -0.0849  0.383
H  2.7350  2.2424  -0.3057  0.384
H  0.8622  2.8537  -1.4338  0.240
H  -1.5554  2.7625  -1.5973  0.332
H  -3.1364  -0.3285  -0.6053  0.580
H  -1.8233  -3.2318  0.9354  0.448
H  0.3863  -3.0690  1.8973  0.363
H  1.9577  -1.2801  1.0425  0.219